110
Properties=species:S:1:pos:R:3:forces:R:3 method="wB97M-V/def2-TZVPD" s_squared=0.75 gap_ev="7.771 / 7.812" multiplicity=2 max_force_ev_per_a=3.616 e_lumo_ev="0.25 / 0.30"
Ti -0.785975 0.567014 0.559267 0.6115 -0.9300 -0.3407
C 5.390247 -0.360482 5.262611 -0.7746 1.0916 0.2518
C 4.736121 -1.564175 4.606428 0.2556 0.5918 -0.6045
C 4.097948 -2.371760 5.707773 -1.2203 0.6119 1.0225
C 5.862624 -2.418235 3.972306 -0.2681 0.7651 -0.2272
C 3.699858 -1.051784 3.548099 -1.4774 -0.7691 0.9787
C 2.288760 -1.201715 3.663809 1.4923 -1.4782 1.0161
C 1.462682 -0.949700 2.591313 -0.2249 -0.0519 1.2457
Br -0.381543 -1.331370 2.818387 -0.1945 0.2410 -0.2899
C 1.902426 -0.328405 1.459605 1.1827 1.5174 -1.1323
O 1.117759 0.077337 0.479060 -1.7048 -0.6794 -0.2447
C 3.276869 0.053734 1.394050 -1.8530 -1.0264 -0.1049
C 4.085343 -0.385890 2.410066 2.2135 0.9743 -0.9386
C 3.743364 0.814759 0.161007 0.3906 -0.2437 0.2556
C 3.725593 -0.090400 -1.072759 2.6871 0.7589 0.2949
C 5.173750 1.250611 0.403081 0.3842 -0.1700 -1.9516
C 2.906981 2.069169 -0.031831 -0.1708 0.6094 -1.3668
H 6.090350 -0.710568 5.969623 0.6944 -0.4416 1.2719
H 4.678984 0.336436 5.753905 0.1280 -0.6672 -0.0972
H 5.984729 0.287239 4.654418 0.2614 0.2164 -1.1335
H 4.779439 -2.771668 6.477269 0.0959 0.0791 -0.6774
H 3.488216 -3.159433 5.287918 -0.0513 -0.4802 0.0289
H 3.410303 -1.712362 6.287119 0.2434 -0.4003 -0.3368
H 6.695335 -2.554693 4.671891 -0.2515 -0.0148 -0.0356
H 6.243783 -1.920002 3.086411 0.2280 0.1139 -0.1161
H 5.499925 -3.375090 3.643827 -0.2312 -0.5563 -0.0193
H 1.849618 -1.680047 4.557063 0.3222 0.3496 -0.5686
H 5.129415 -0.099393 2.214574 -0.3214 -0.5559 0.8175
H 4.292242 -0.982407 -0.809510 0.1814 -0.1527 -0.1443
H 4.261771 0.401515 -1.928122 -0.7168 -0.3558 0.6067
H 2.777869 -0.407849 -1.308572 -2.3193 -0.5366 -0.7867
H 5.841042 0.439517 0.580579 0.3514 -0.7625 0.7565
H 5.212471 2.003377 1.126712 0.3370 0.9760 1.4929
H 5.671138 1.652596 -0.481659 -0.5951 0.4157 -0.3808
H 1.939963 1.917559 -0.550998 0.6106 -0.0261 0.4720
H 3.467094 2.767688 -0.667563 -0.0662 -0.0291 0.0674
H 2.780628 2.588266 0.909885 -0.0439 0.2302 0.4350
Te -1.138841 -1.005531 -4.335944 0.3192 0.0288 -0.0045
C -3.163425 -1.367912 -4.813188 -0.3028 1.7010 -0.2768
C -3.660169 -2.633369 -4.970515 0.5910 -0.2710 0.3024
C -5.012779 -2.771632 -5.199078 -0.2725 -0.2021 -0.5238
N -5.809647 -1.736670 -5.325346 -1.2405 -0.2625 -0.1990
C -5.331936 -0.496011 -5.280625 -1.2487 -0.3311 -0.3696
C -4.020778 -0.254318 -5.053003 1.5888 -0.7203 0.3771
C -1.223628 -0.340098 -2.347834 -0.3880 -1.3504 0.1327
P -1.288442 1.289779 -1.801876 -0.3658 -0.2337 0.8563
C -0.193549 2.324068 -2.763716 2.1332 -2.0447 -0.4245
C -0.523711 3.577888 -3.122176 -0.5654 1.7490 -1.2179
C 0.205974 4.352518 -4.028073 -0.4109 -0.6302 -0.2508
C 1.248467 3.688707 -4.672324 0.6635 2.3114 -0.0598
C 1.796641 2.525168 -4.197452 -1.8835 -1.4257 1.9075
C 1.044515 1.785523 -3.203765 0.5211 2.0186 -1.6910
C -2.910625 2.130790 -1.822265 -0.7123 0.1840 0.3793
C -3.010750 3.291535 -1.045297 -0.2646 2.0288 0.7887
C -4.212959 4.037599 -0.847662 0.5736 -3.0827 -1.8006
C -5.350880 3.453617 -1.451953 -0.5268 2.0472 1.8204
C -5.317072 2.256138 -2.068421 -0.6745 -2.0994 -1.5073
C -4.102322 1.587012 -2.295511 -0.3970 -0.5875 -0.3975
P -1.494076 -1.417339 -0.942864 -0.5509 0.2354 0.1682
C -0.290566 -2.785842 -0.860422 -1.1003 -1.0286 -0.2124
C -0.445024 -3.960446 -0.081051 0.3229 1.4238 -0.0220
C 0.514540 -4.939732 -0.185740 -1.2093 -2.1327 1.7547
C 1.590442 -4.845567 -1.001939 1.1045 -0.7923 -0.6370
C 1.742565 -3.730254 -1.770360 0.3397 0.0850 -0.2029
C 0.759863 -2.758036 -1.732305 1.4261 0.1068 -0.0899
C -3.179473 -2.257052 -0.942042 0.4951 1.0822 -0.2453
C -3.452698 -3.505700 -1.520256 0.7062 0.3824 0.3431
C -4.753068 -3.913729 -1.645011 -0.1817 0.2831 0.5262
C -5.774608 -3.089500 -1.171186 -0.0255 -1.3452 -0.6726
C -5.550820 -1.869240 -0.592102 1.2598 0.2518 -0.4749
C -4.223448 -1.419854 -0.501256 0.3801 -0.1076 0.3719
H -2.985954 -3.475720 -4.908719 -0.1274 -0.1938 0.1455
H -5.468085 -3.746417 -5.368413 0.0847 0.0522 0.2381
H -6.091870 0.265922 -5.488001 0.5164 0.0310 0.1965
H -3.622722 0.742851 -5.061960 0.1238 0.2680 0.0799
H -1.510945 3.862218 -2.878510 -0.7174 0.9374 0.5439
H -0.116560 5.385217 -4.284328 0.2559 -1.0421 0.0201
H 1.759636 4.217178 -5.477307 0.0059 -0.1136 0.1311
H 2.749811 2.233973 -4.592564 0.1450 -0.6310 -0.0616
H 1.391819 0.831027 -2.892474 0.1632 -0.6645 0.3531
H -2.088929 3.692476 -0.585225 -0.4665 -0.2740 -0.1555
H -4.319067 4.905200 -0.250041 0.3046 0.6716 0.4009
H -6.341991 3.904184 -1.299897 0.5272 0.0301 -0.0659
H -6.306573 1.803943 -2.404697 1.5688 0.5095 0.3149
H -4.136897 0.626347 -2.841215 0.2494 0.6383 0.5555
H -1.210981 -4.005571 0.672632 -0.3894 -0.2247 -0.0169
H 0.446870 -5.907159 0.378919 -0.2951 1.1841 -0.2725
H 2.265905 -5.699274 -1.048547 0.1033 0.3783 -0.0248
H 2.632586 -3.610117 -2.370075 -0.0849 0.0906 -0.2916
H 0.949615 -1.929707 -2.356812 -0.2370 1.0476 -0.5569
H -2.654593 -4.171780 -1.822175 0.1673 0.1639 -0.1222
H -4.982510 -4.888130 -2.049808 -0.0828 -0.0213 -0.1197
H -6.738034 -3.534103 -1.313338 -0.7790 0.3842 0.2059
H -6.372240 -1.253443 -0.326279 -0.5178 0.4848 0.4716
H -3.953476 -0.441784 -0.036872 -0.4389 -0.7917 -0.4647
O 0.120761 2.278780 1.470724 1.0881 1.1601 1.5035
C -0.079816 2.602583 2.850781 -1.8891 -1.5629 -2.0866
C 0.980308 2.825612 3.658624 1.3731 -0.3958 -0.3814
C 0.731791 3.027138 4.985951 0.7632 1.1514 0.8204
C -0.553404 3.155387 5.426118 -0.4257 -0.1796 1.5761
C -1.625161 2.852316 4.596534 0.0765 0.7207 1.5118
C -1.423143 2.500666 3.316499 0.7497 -0.7630 -2.4406
C -2.609139 1.925649 2.495445 -1.4691 1.2896 0.1285
O -3.764669 2.239999 2.780155 1.9965 -0.5736 -0.1256
O -2.327267 1.135975 1.475187 0.2119 0.3248 0.6875
H 1.098198 2.352158 1.316993 -1.0561 -0.2458 -0.2308
H 2.036300 2.743243 3.360840 -0.6474 0.1029 -0.3691
H 1.606121 3.240059 5.601120 -0.4345 -0.2063 0.2453
H -0.733206 3.383295 6.484412 -0.0113 -0.0128 -0.5219
H -2.617327 2.927915 4.971840 -0.6951 -0.2104 0.2132